1.
{
  "formula": "C37H77F9N11O11P2",
  "method": "the ωB97M-V functional and the def2-TZVPD basis",
  "elements": ["C", "C", "O", "P", "O", "C", "C", "C", "N", "C", "N", "C", "C", "N", "N", "N", "N", "C", "C", "C", "P", "O", "O", "C", "C", "O", "C", "C", "C", "C", "F", "F", "C", "F", "F", "C", "F", "F", "C", "F", "F", "F", "O", "C", "C", "H", "H", "H", "H", "H", "H", "H", "H", "H", "H", "H", "H", "H", "H", "H", "H", "H", "H", "H", "H", "H", "H", "H", "H", "H", "H", "H", "H", "H", "H", "H", "H", "H", "H", "H", "H", "H", "H", "H", "H", "H", "H", "C", "O", "N", "C", "C", "H", "H", "H", "H", "H", "H", "H", "C", "O", "N", "C", "C", "H", "H", "H", "H", "H", "H", "H", "C", "O", "N", "C", "C", "H", "H", "H", "H", "H", "H", "H", "C", "O", "N", "C", "C", "H", "H", "H", "H", "H", "H", "H", "C", "O", "N", "C", "C", "H", "H", "H", "H", "H", "H", "H"],
  "coordinates": [[7.582, -0.166, -0.222], [6.898, 0.062, 1.120], [5.947, -1.009, 1.414], [4.438, -0.813, 1.029], [4.134, -0.121, -0.254], [3.632, 0.090, 2.395], [3.266, 1.548, 2.022], [1.936, 1.675, 1.265], [2.209, 1.651, -0.189], [1.128, 1.489, -0.951], [1.207, 1.087, -2.201], [0.040, 0.896, -3.059], [-0.410, 2.167, -3.872], [0.045, 3.355, -3.178], [0.187, 2.240, -5.207], [-1.854, 2.150, -4.054], [-0.121, 1.783, -0.444], [-0.220, 2.811, 0.606], [-1.594, 2.688, 1.243], [-1.861, 1.333, 1.933], [-2.877, 0.265, 0.907], [-2.327, 0.201, -0.470], [-4.329, 0.855, 1.074], [-5.369, 0.502, 0.119], [-6.688, 1.005, 0.661], [-2.988, -1.145, 1.634], [-1.834, -1.819, 2.182], [-0.765, -2.161, 1.139], [0.981, 2.832, 1.597], [1.531, 4.266, 1.720], [0.595, 4.964, 2.411], [2.645, 4.283, 2.492], [1.831, 5.127, 0.422], [1.990, 4.355, -0.669], [0.776, 5.919, 0.194], [3.062, 6.076, 0.503], [2.953, 6.793, 1.610], [2.970, 6.896, -0.543], [4.481, 5.395, 0.439], [5.236, 5.813, 1.426], [5.070, 5.673, -0.699], [4.386, 4.065, 0.528], [3.996, -2.328, 1.094], [2.628, -2.741, 0.940], [2.244, -2.899, -0.523], [7.248, 0.558, -0.969], [8.667, -0.100, -0.131], [7.332, -1.151, -0.623], [7.597, 0.051, 1.957], [6.378, 1.027, 1.149], [4.322, 0.111, 3.244], [2.760, -0.478, 2.737], [4.037, 1.954, 1.367], [3.259, 2.145, 2.934], [1.350, 0.769, 1.500], [3.023, 1.042, -0.410], [2.129, 0.936, -2.590], [-0.796, 0.559, -2.445], [0.296, 0.087, -3.749], [-0.004, 4.132, -3.831], [-0.566, 3.579, -2.397], [-0.103, 1.429, -5.750], [1.200, 2.159, -5.116], [-2.218, 1.231, -4.290], [-2.328, 2.457, -3.210], [-0.671, 0.940, -0.268], [-0.236, 3.754, 0.056], [-2.320, 2.901, 0.453], [-1.701, 3.488, 1.979], [-0.931, 0.756, 2.059], [-2.288, 1.477, 2.928], [-5.383, -0.585, -0.014], [-5.117, 0.957, -0.842], [-6.636, 2.081, 0.845], [-6.956, 0.502, 1.591], [-7.473, 0.825, -0.080], [-1.432, -1.212, 3.001], [-2.208, -2.742, 2.625], [-1.097, -1.884, 0.137], [0.186, -1.655, 1.352], [-0.577, -3.238, 1.153], [0.617, 2.625, 2.612], [1.960, -2.044, 1.461], [2.548, -3.698, 1.460], [2.672, -3.815, -0.937], [1.156, -2.975, -0.611], [2.609, -2.059, -1.118], [-2.453, -5.719, 3.358], [-2.232, -4.998, 2.394], [-3.652, -5.857, 3.939], [-3.870, -6.728, 5.083], [-4.774, -5.109, 3.398], [-1.666, -6.328, 3.831], [-4.603, -7.498, 4.855], [-4.232, -6.160, 5.940], [-2.933, -7.208, 5.355], [-4.948, -5.375, 2.355], [-4.584, -4.036, 3.441], [-5.660, -5.341, 3.984], [-0.594, 2.891, -8.874], [-1.165, 2.250, -9.735], [0.052, 4.056, -9.086], [0.723, 4.757, -8.012], [0.064, 4.607, -10.430], [-0.558, 2.574, -7.818], [0.294, 5.751, -7.866], [1.788, 4.868, -8.225], [0.602, 4.190, -7.090], [-0.952, 4.797, -10.779], [0.530, 3.912, -11.129], [0.623, 5.540, -10.421], [-3.302, 6.330, -0.453], [-3.098, 5.163, -0.154], [-3.086, 7.373, 0.365], [-3.340, 8.739, -0.046], [-2.600, 7.117, 1.711], [-3.709, 6.623, -1.433], [-2.428, 9.337, 0.002], [-4.094, 9.204, 0.591], [-3.703, 8.744, -1.072], [-1.639, 6.609, 1.687], [-3.302, 6.486, 2.259], [-2.491, 8.066, 2.230], [-5.907, -9.708, 6.445], [-5.475, -8.690, 6.959], [-7.207, -10.054, 6.425], [-7.671, -11.279, 5.807], [-8.168, -9.165, 7.057], [-5.253, -10.446, 5.951], [-8.375, -11.067, 5.000], [-8.164, -11.922, 6.537], [-6.820, -11.816, 5.392], [-8.149, -8.180, 6.589], [-7.936, -9.037, 8.114], [-9.161, -9.594, 6.954], [7.326, -3.123, -3.234], [7.469, -2.013, -2.751], [7.639, -4.270, -2.601], [7.468, -5.566, -3.223], [8.171, -4.190, -1.251], [6.925, -3.281, -4.248], [6.776, -6.187, -2.650], [8.421, -6.092, -3.300], [7.065, -5.434, -4.225], [7.456, -3.710, -0.581], [9.092, -3.607, -1.233], [8.375, -5.197, -0.895]],
  "lowdin_charge": [-0.061, -0.221, -0.194, 0.521, -0.254, -0.161, -0.152, -0.214, 0.148, -0.313, 0.131, -0.078, -0.661, 0.099, 0.074, 0.091, 0.126, -0.238, -0.152, -0.173, 0.489, -0.268, -0.190, -0.246, -0.069, -0.186, -0.229, -0.065, -0.075, -0.360, 0.124, 0.120, -0.342, 0.148, 0.153, -0.364, 0.183, 0.175, -0.563, 0.211, 0.209, 0.158, -0.182, -0.251, -0.053, 0.082, 0.082, 0.047, 0.120, 0.104, 0.106, 0.090, 0.093, 0.119, 0.139, 0.085, 0.168, 0.096, 0.128, 0.088, 0.072, 0.078, 0.086, 0.082, 0.077, 0.089, 0.130, 0.101, 0.124, 0.081, 0.115, 0.122, 0.118, 0.082, 0.082, 0.084, 0.110, 0.089, 0.075, 0.040, 0.078, 0.168, 0.066, 0.131, 0.085, 0.065, 0.065, -0.340, -0.016, -0.188, -0.052, -0.033, 0.135, 0.074, 0.094, 0.088, 0.094, 0.087, 0.088, -0.354, 0.013, -0.199, -0.063, -0.042, 0.110, 0.088, 0.088, 0.055, 0.093, 0.092, 0.084, -0.339, -0.006, -0.189, -0.051, -0.030, 0.136, 0.092, 0.093, 0.085, 0.074, 0.096, 0.090, -0.351, -0.001, -0.198, -0.057, -0.039, 0.135, 0.090, 0.091, 0.083, 0.091, 0.094, 0.087, -0.339, 0.003, -0.195, -0.058, -0.036, 0.134, 0.089, 0.092, 0.083, 0.086, 0.096, 0.087],
  "mol_weight_g_mol": 1085.019,
  "lumo_ev": -1.5,
  "total_charge": 1,
  "total_energy_ha": -4467.5565,
  "gap_ev": 8.81,
  "spin_multiplicity": 1
}


2.
{
  "formula": "C16H31F3O8",
  "method": "the ωB97M-V functional and the def2-TZVPD basis",
  "elements": ["C", "C", "O", "C", "O", "C", "F", "F", "F", "H", "H", "H", "H", "H", "O", "C", "C", "C", "C", "O", "H", "H", "H", "H", "H", "H", "C", "O", "C", "C", "O", "C", "H", "H", "H", "H", "H", "H", "H", "H", "H", "H", "C", "O", "C", "C", "O", "C", "H", "H", "H", "H", "H", "H", "H", "H", "H", "H"],
  "coordinates": [[8.413, 32.019, 5.328], [8.760, 31.379, 6.656], [8.514, 30.045, 6.621], [7.342, 29.521, 7.193], [6.511, 30.185, 7.845], [7.219, 28.008, 6.969], [7.241, 27.419, 8.176], [6.041, 27.688, 6.431], [8.246, 27.638, 6.231], [8.934, 32.972, 5.242], [7.333, 32.110, 5.447], [8.762, 31.425, 4.483], [8.175, 31.829, 7.458], [9.809, 31.520, 6.917], [3.401, 30.066, 4.014], [3.301, 29.964, 5.193], [3.548, 31.033, 6.295], [2.872, 30.411, 7.587], [2.764, 28.959, 7.090], [2.691, 28.947, 5.725], [4.627, 31.172, 6.357], [3.140, 32.002, 6.006], [3.349, 30.495, 8.563], [1.849, 30.772, 7.693], [3.661, 28.371, 7.286], [1.875, 28.476, 7.494], [4.671, 35.290, 5.361], [4.385, 34.754, 6.722], [5.359, 34.077, 7.437], [6.179, 35.112, 8.275], [7.249, 34.361, 9.000], [7.849, 35.067, 10.082], [3.850, 35.420, 4.656], [5.457, 34.751, 4.832], [5.120, 36.278, 5.465], [5.948, 33.531, 6.700], [4.914, 33.377, 8.145], [5.539, 35.769, 8.865], [6.730, 35.754, 7.587], [7.213, 35.262, 10.945], [8.312, 35.987, 9.727], [8.473, 34.327, 10.583], [2.855, 28.848, 10.556], [1.660, 28.889, 9.730], [0.498, 28.786, 10.519], [-0.703, 28.462, 9.575], [-0.415, 27.184, 8.904], [-0.341, 26.066, 9.650], [3.190, 29.814, 10.933], [3.688, 28.434, 9.988], [2.722, 28.116, 11.353], [0.394, 29.821, 10.845], [0.509, 28.149, 11.403], [-0.877, 29.234, 8.826], [-1.679, 28.403, 10.056], [-0.457, 25.344, 8.841], [-1.145, 25.774, 10.327], [0.644, 25.959, 10.104]],
  "lowdin_charge": [-0.039, -0.281, 0.004, -0.240, 0.114, -0.564, 0.165, 0.179, 0.193, 0.083, 0.064, 0.086, 0.114, 0.130, 0.122, -0.520, -0.036, -0.103, -0.203, 0.058, 0.088, 0.115, 0.092, 0.111, 0.120, 0.118, -0.045, -0.198, -0.225, -0.131, -0.213, -0.126, 0.083, 0.077, 0.073, 0.100, 0.124, 0.124, 0.112, 0.077, 0.087, 0.084, -0.072, -0.224, -0.209, -0.114, -0.193, -0.176, 0.090, 0.084, 0.085, 0.123, 0.117, 0.119, 0.116, 0.096, 0.091, 0.089],
  "mol_weight_g_mol": 408.410,
  "lumo_ev": 0.6,
  "total_charge": 0,
  "total_energy_ha": -1529.6052,
  "smiles": "CCOC(=O)C(F)(F)F.O=C1CCCO1.COCCOC.COCCOC",
  "gap_ev": 10.21,
  "spin_multiplicity": 1
}


3.
{
  "formula": "C2H3Cl2NOS2",
  "method": "the ωB97M-V functional and the def2-TZVPD basis",
  "elements": ["C", "C", "N", "O", "S", "S", "Cl", "Cl", "H", "H", "H"],
  "coordinates": [[0.110, -0.435, 0.782], [-0.074, -0.542, -0.758], [1.127, 0.515, 1.135], [-2.249, 1.016, -0.965], [0.642, 2.045, 0.901], [-0.820, 1.119, -1.380], [1.372, -1.003, -1.757], [-1.380, -1.748, -1.154], [-0.865, 0.178, 1.121], [0.147, -1.435, 1.292], [1.989, 0.290, 0.785]],
  "lowdin_charge": [-0.424, -1.326, -0.523, -0.584, 0.686, 0.779, 0.552, 0.575, 0.120, 0.129, 0.016],
  "mol_weight_g_mol": 192.092,
  "lumo_ev": [-1.5, -1.5],
  "de_lowest_kcal_mol": 12.3,
  "total_charge": 0,
  "total_energy_ha": -1924.6699,
  "gap_ev": [7.53, 7.56],
  "spin_multiplicity": 1
}


4.
{
  "formula": "C5F15HfO15S5",
  "method": "the ωB97M-V functional and the def2-TZVPD basis",
  "elements": ["Hf", "C", "F", "F", "F", "S", "O", "O", "O", "C", "F", "F", "F", "S", "O", "O", "O", "C", "F", "F", "F", "S", "O", "O", "O", "C", "F", "F", "F", "S", "O", "O", "O", "C", "F", "F", "F", "S", "O", "O", "O"],
  "coordinates": [[0.030, -0.053, -0.441], [1.313, 5.338, -1.866], [0.252, 6.026, -2.416], [2.452, 5.798, -2.357], [1.281, 5.454, -0.527], [1.202, 3.476, -2.459], [1.898, 2.585, -1.537], [-0.122, 2.949, -2.182], [1.637, 3.397, -3.836], [3.702, -3.777, -2.033], [4.325, -2.995, -1.163], [4.352, -3.812, -3.202], [3.768, -5.079, -1.617], [1.930, -3.159, -2.381], [2.032, -1.677, -2.520], [1.352, -3.948, -3.470], [1.090, -3.130, -1.145], [-5.229, -0.655, -1.909], [-4.956, 0.606, -1.780], [-5.967, -0.980, -0.838], [-5.766, -0.946, -3.058], [-3.586, -1.697, -1.908], [-3.761, -3.046, -2.517], [-2.427, -0.948, -2.451], [-2.968, -1.701, -0.594], [-2.121, 2.510, 4.103], [-1.951, 3.738, 4.708], [-1.459, 1.511, 4.758], [-3.386, 2.133, 4.163], [-1.669, 2.724, 2.230], [-0.284, 2.320, 1.985], [-2.226, 1.613, 1.427], [-2.087, 4.044, 1.735], [2.500, -3.259, 3.356], [3.817, -3.109, 3.453], [2.198, -4.089, 2.380], [2.028, -3.666, 4.579], [1.829, -1.441, 2.999], [2.082, -0.521, 4.147], [2.418, -1.069, 1.691], [0.476, -1.465, 2.492]],
  "lowdin_charge": [2.331, -0.577, 0.101, 0.143, 0.142, 0.500, -0.375, -0.375, -0.280, -0.612, 0.159, 0.127, 0.109, 0.579, -0.393, -0.276, -0.387, -0.675, 0.191, 0.150, 0.178, 0.587, -0.278, -0.366, -0.357, -0.560, 0.100, 0.125, 0.140, 0.557, -0.363, -0.373, -0.278, -0.599, 0.137, 0.175, 0.105, 0.557, -0.298, -0.389, -0.381],
  "mol_weight_g_mol": 923.835,
  "lumo_ev": -3.7,
  "de_lowest_kcal_mol": 525.5,
  "total_charge": -1,
  "total_energy_ha": -4855.6505,
  "gap_ev": 4.22,
  "spin_multiplicity": 1
}